[1]
C7H10 in the gas phase. Source: the Open Molecules 2025 dataset; level of theory: the ωB97M-V functional and the def2-TZVPD basis.

Computed properties:
M   94.2 u
Energy relative to the best compared isomer or geometry (same formula, charge and spin)   196.76 kJ/mol
HOMO energy   -8.6 eV
DFT total energy   -7418.9954 eV

XYZ file:
```
17
Properties=species:S:1:pos:R:3:forces:R:3
C -0.222 0.273 -0.333 0.12 0.06 -0.21
C 0.418 0.678 -1.423 -0.10 -0.07 0.11
C -1.697 0.158 0.046 -0.13 0.01 -0.09
C 1.913 0.729 -1.558 0.06 -0.01 0.04
C 0.221 -0.132 1.040 0.31 0.13 -0.01
C -0.381 -1.468 1.393 -0.02 -0.17 0.03
C -1.245 -0.252 1.454 -0.22 0.03 0.19
H -2.213 1.123 0.020 0.11 -0.12 0.01
H 2.234 0.233 -2.482 -0.04 0.07 0.14
H 2.293 1.757 -1.597 -0.08 -0.13 -0.01
H -1.704 0.081 2.380 0.10 -0.06 -0.15
H -0.171 0.984 -2.289 0.06 -0.07 0.12
H -0.533 -2.216 0.616 0.00 0.14 0.09
H -2.296 -0.582 -0.499 0.09 0.10 0.09
H -0.070 -1.871 2.353 -0.05 0.08 -0.15
H 1.054 0.285 1.598 -0.14 -0.10 -0.09
H 2.399 0.218 -0.720 -0.06 0.10 -0.11
```
Forces are in eV/Å.

=====

[2]
A 2-piece molecular cluster, C7H10 overall in a non-equilibrium geometry. Source: the Open Molecules 2025 dataset; level of theory: the ωB97M-V functional and the def2-TZVPD basis.

Computed properties:
M   94.2 u
Energy relative to the best compared isomer or geometry (same formula, charge and spin)   576.42 kJ/mol
HOMO energy   -7.6 eV
DFT total energy   -7415.0606 eV

XYZ file:
```
17
Properties=species:S:1:pos:R:3:forces:R:3
C -2.393 -0.353 -0.024 -0.93 0.10 -0.31
C 1.587 -0.698 0.509 0.30 -0.41 0.25
C -1.542 0.657 -0.230 -0.28 -0.77 1.07
C 0.606 0.232 1.174 0.08 0.29 0.21
C -0.258 0.019 -0.046 0.65 0.09 -0.38
C 0.530 -0.939 -0.540 0.04 -0.04 0.03
C 1.883 0.791 0.671 0.44 0.11 0.00
H -0.616 0.565 -2.375 -0.04 0.04 -0.53
H 2.626 1.042 1.421 0.12 0.02 -0.05
H 0.004 0.179 -2.514 -0.14 0.21 -0.33
H -3.228 -0.307 0.644 -1.12 0.31 -0.48
H 0.249 0.143 2.195 0.19 0.21 -0.17
H -1.709 1.694 0.076 0.02 -0.42 0.07
H 1.825 1.449 -0.196 0.19 -0.20 0.11
H 0.402 -1.698 -1.299 0.34 0.34 -0.35
H 2.186 -1.454 0.991 0.04 0.07 0.20
H -2.152 -1.323 -0.456 0.11 0.05 0.66
```
Forces are in eV/Å.

=====

[3]
C7H10 in the gas phase. Source: the Open Molecules 2025 dataset; level of theory: the ωB97M-V functional and the def2-TZVPD basis.

Computed properties:
M   94.2 u
Energy relative to the best compared isomer or geometry (same formula, charge and spin)   501.64 kJ/mol
HOMO energy   -7.9 eV
DFT total energy   -7415.8356 eV

XYZ file:
```
17
Properties=species:S:1:pos:R:3:forces:R:3
C 1.241 -0.779 -0.561 -0.06 -0.12 0.14
C -0.199 -0.786 -0.939 -0.07 -0.07 -0.05
C 1.511 -0.681 0.836 0.09 0.13 0.36
C 1.825 -0.653 2.007 -0.09 -0.01 -0.39
C -0.362 1.676 -0.019 -0.01 -0.01 0.05
C 0.181 0.699 -1.038 -0.17 0.13 -0.05
C -1.286 -1.176 0.046 0.02 -0.01 0.05
H -1.456 1.707 -0.056 0.15 -0.01 0.00
H 0.015 2.684 -0.214 -0.04 -0.15 0.02
H 0.155 1.041 -2.075 0.06 -0.06 0.14
H -0.384 -1.222 -1.924 0.05 0.07 0.15
H -1.084 -0.799 1.052 -0.03 -0.03 -0.15
H -2.265 -0.807 -0.282 0.14 -0.05 0.04
H 2.143 -0.635 3.027 -0.06 -0.03 -0.20
H -0.061 1.391 0.994 -0.06 0.04 -0.13
H -1.346 -2.268 0.109 0.00 0.15 -0.01
H 1.372 0.607 -0.966 0.09 0.05 0.01
```
Forces are in eV/Å.

=====

M of number 3 (C7H10)?
94.2 u

=====

What is the DFT total energy in the first record?
-7418.9954 eV